This record from the Open Molecules 2025 dataset describes a structure of composition C37H30IMnN4O2PS. The level of theory is ωB97M-V/def2-TZVPD.

Last column: Mulliken charge in e.
CARTESIAN COORDINATES (ANGSTROEM)
1 I -2.529 -18.248 -2.513  0.377
2 Mn 0.033 -20.936 -2.523  0.277
3 S -0.265 -22.310 -0.663  -0.514
4 P -2.371 -21.487 -3.576  1.411
5 O 0.288 -19.910 -4.443  -0.112
6 O 1.683 -21.381 -3.688  -0.738
7 N 0.018 -19.641 0.163  -0.164
8 N 0.423 -19.326 -0.968  -0.119
9 N -1.068 -20.010 2.416  -0.126
10 N -1.018 -21.102 1.556  -0.688
11 C 1.770 -16.380 -2.616  -0.323
12 C -2.135 -23.353 -3.748  0.105
13 C -2.120 -20.016 -7.884  -0.773
14 C -2.894 -25.593 -3.274  -0.796
15 C -5.137 -22.056 -0.571  -0.663
16 C -1.540 -17.746 -7.236  -0.969
17 C -5.095 -21.132 -3.251  -0.418
18 C -1.667 -17.624 2.905  -0.882
19 C -2.706 -18.750 1.084  0.377
20 C 1.229 -15.308 -1.966  -1.027
21 C 1.275 -20.640 -4.631  1.193
22 C 0.693 -17.982 -1.215  0.536
23 C -1.951 -19.035 -6.882  1.051
24 C -6.277 -21.636 -1.230  -0.495
25 C -2.822 -21.586 -6.237  -0.525
26 C -2.166 -18.318 -4.551  0.258
27 C -1.806 -17.060 -4.961  -0.920
28 C -2.271 -19.353 -5.511  0.014
29 C -1.828 -18.795 2.136  0.108
30 C -2.597 -21.277 -7.596  -1.148
31 C -1.571 -26.005 -3.326  -0.519
32 C -3.551 -16.571 1.786  -0.798
33 C -3.137 -24.262 -3.531  0.077
34 C -3.579 -17.694 0.892  -0.441
35 C 0.206 -16.952 -0.375  -0.009
36 C -1.495 -16.747 -6.325  -1.276
37 C -2.678 -20.682 -5.224  0.848
38 C 1.851 -20.716 -5.975  -1.516
39 C -3.943 -21.591 -2.617  0.470
40 C -6.296 -21.273 -2.546  -0.989
41 C -0.520 -25.130 -3.494  -0.995
42 C -0.826 -23.808 -3.796  -0.088
43 C 1.577 -17.693 -2.257  -0.604
44 C 0.452 -15.651 -0.798  -0.300
45 C -2.648 -16.662 2.808  -0.305
46 C -3.962 -22.010 -1.278  -0.075
47 C -0.402 -20.906 0.452  0.590
48 H 2.464 -16.155 -3.450  0.319
49 H -4.269 -17.737 0.036  0.584
50 H -5.117 -22.296 0.480  0.456
51 H -4.212 -23.965 -3.576  0.343
52 H -3.720 -26.293 -3.103  0.408
53 H 2.966 -20.781 -5.901  0.342
54 H 0.031 -14.870 -0.127  0.352
55 H 0.513 -25.474 -3.444  0.451
56 H -3.012 -22.205 -0.785  0.228
57 H 2.092 -18.533 -2.768  0.307
58 H 1.517 -21.542 -6.614  0.349
59 H -0.988 -17.675 3.750  0.441
60 H 0.030 -23.136 -3.984  0.103
61 H -2.835 -19.638 0.432  0.415
62 H -1.662 -19.782 -8.833  0.368
63 H -0.305 -17.028 0.559  0.301
64 H -2.586 -15.787 3.515  0.289
65 H -1.262 -15.781 -6.654  0.500
66 H -7.093 -21.613 -0.522  0.357
67 H -1.455 -27.030 -3.120  0.389
68 H 1.575 -19.909 -6.638  0.316
69 H 1.444 -14.334 -2.288  0.551
70 H -1.495 -17.535 -8.289  0.434
71 H -1.449 -20.350 3.283  0.288
72 H -1.789 -16.353 -4.183  0.587
73 H -3.151 -22.591 -6.023  0.461
74 H -4.272 -15.728 1.762  0.391
75 H -7.202 -20.996 -3.011  0.470
76 H -5.058 -20.722 -4.261  0.384
77 H -2.686 -22.045 -8.344  0.440

Cartesian forces (eV/Å) of the 6 atoms listed first:
-0.5 -0.7 0.4
-0.3 0.5 0.0
0.1 0.5 0.9
-0.1 -0.8 0.6
-0.8 1.1 0.2
0.9 -0.4 -0.2

Summary:
LUMO energy (alpha / beta), eV: -1.111 / -1.134
Energy relative to the best compared isomer or geometry (same formula, charge and spin), kcal/mol: 0.0
E_HOMO (alpha / beta), eV: -7.25 / -7.59
Molecular weight, g/mol: 807.56
F_max, eV Å⁻¹: 3.8
Kohn-Sham gap (alpha / beta), eV: 6.14 / 6.46
Multiplicity: 6